DFT (the ωB97M-V functional and the def2-TZVPD basis) results for a structure of composition C2H5N2 at a distorted geometry.

Last column: Löwdin charge in e.
Cartesian coordinates (Å):
C 2.8693 -0.1315 -0.0078  0.1624
C -1.3984 -0.3103 -0.2291  0.0908
N 1.7824 0.2099 -0.1463  0.1609
N -0.5993 0.4771 0.3271  0.1111
H 3.7150 -0.5453 0.4623  0.0991
H -1.0076 -1.2251 -0.5201  0.0876
H 0.5044 0.2293 0.0717  -0.0131
H -2.4423 0.0289 -0.4729  0.1402
H -0.9289 1.4567 0.4527  0.1610

Output
charge: +1
LUMO: -4.441 eV

DFT (the ωB97M-V functional and the def2-TZVPD basis) results for a cluster of 2 separate species, C2H6NO3S in total at a distorted geometry.

Last column: Löwdin charge in e.
Cartesian coordinates (Å):
C 1.3157 0.9237 -1.0839  -0.0043
C -2.0450 -0.1907 0.5349  -0.2252
N -0.9735 -0.0286 -0.1984  0.1329
O 1.7357 -1.5012 -0.3211  -0.3071
O 2.1346 0.3460 1.3910  -0.1847
O -3.0759 -0.9767 0.1380  0.0844
S 2.1955 -0.1720 -0.1907  0.9098
H 1.1486 0.3421 -2.0862  0.1259
H -2.0005 0.1129 1.5884  0.1426
H -1.0682 -0.5808 -0.9623  0.0183
H 3.0282 0.4609 1.7536  0.0998
H 1.4952 2.0097 -1.1369  0.0941
H -3.8903 -0.7453 0.5736  0.1135

Output
charge: +1
LUMO (spin up / spin down): -7.485 / -7.485 eV

What is the charge in the second record? +1

Which formula does entry 2 have? C2H6NO3S